The following is a DFT calculation (wB97M-V/def2-TZVPD) of C3H3BrClNO in the gas phase in a non-equilibrium geometry.

Each atom is followed by the atoms it is bonded to, with distances in Å.
Element x y z (Å)
1 Cl 1.29 -2.21 -0.18  C2 1.803
2 C 0.66 -0.66 0.49  Cl1 1.803, C3 1.607, N7 1.402, H8 1.084
3 C 0.69 0.57 -0.56  C2 1.607, O4 1.465, H9 1.085, H10 1.069
4 O -0.71 0.98 -0.68  C3 1.465, C5 1.343
5 C -1.45 0.13 0.05  O4 1.343, Br6 1.815, N7 1.544
6 Br -3.24 0.41 0.17  C5 1.815
7 N -0.66 -0.86 0.92  C2 1.402, C5 1.544
8 H 1.15 -0.28 1.38  C2 1.084
9 H 1.19 1.37 -0.03  C3 1.085
10 H 1.08 0.53 -1.55  C3 1.069

Calculated values
HOMO energy (alpha / beta) ... -9.23 / -9.23 eV
SMILES ... Cl[C@H]1COC(Br)=N1
Charge ... 0
Relative energy (zero: lowest compared OMol25 entry of this formula, charge and spin) ... 1.6856 eV